Molecular formula: C22H23AsN4O7S2V
Method: DFT, wB97M-V/def2-TZVPD

- HOMO-LUMO gap (spin up / spin down): 3.9 / 6.4 eV
- ΔE to the lowest compared entry with this formula, charge and spin: 3.717 eV
- LUMO level (spin up / spin down): 4.3 / 4.3 eV
- E_HOMO (spin up / spin down): 0.4 / -2.1 eV
- Energy: -5574.1507 a.u.

The geometry in ORCA input format:
```
! wB97M-V def2-TZVPD RIJCOSX def2/J DEFGRID3
* xyz -2 4
V 0.5663 1.7244 -0.0963
O 5.5178 0.6273 3.1057
C 4.4063 0.9265 2.3321
C 3.3890 1.7310 2.8589
C 2.2868 2.0031 2.0612
N 2.2129 1.5368 0.8167
C 3.1744 0.7606 0.2960
C 4.3165 0.4325 1.0331
C 2.7018 0.3178 -1.0297
O 3.2969 -0.4671 -1.7881
O 1.5644 0.8595 -1.2844
C 1.0315 2.7430 2.3802
O 0.8156 3.2633 3.4808
O 0.2599 2.7535 1.3590
H 5.3480 1.0070 3.9764
H 3.4338 2.1138 3.8700
H 5.0821 -0.2101 0.6241
S -1.4663 0.5310 -0.4820
C -2.0703 1.0980 -2.0146
C -3.0106 0.3510 -2.7030
C -3.5473 0.7876 -3.9193
C -4.5059 0.0072 -4.5617
N -5.3058 -0.6666 -5.0571
C -3.1117 2.0316 -4.4606
C -2.1516 2.7736 -3.7706
C -1.6203 2.3365 -2.5643
S -0.4454 3.2875 -1.7301
C -3.6482 2.5218 -5.6526
N -4.0893 2.9535 -6.6305
H -3.3478 -0.5894 -2.2841
H -1.8067 3.7140 -4.1787
C -2.0132 -1.2219 4.7091
N -1.5326 -0.4406 3.6030
C -2.3061 0.6952 3.1308
C -0.2911 -0.5697 3.0506
C 0.5522 -1.7626 3.4448
O 0.1188 0.2477 2.2578
H -2.9813 -0.8362 5.0220
H -1.3352 -1.1649 5.5679
H -2.1453 -2.2756 4.4402
H -3.2666 0.7280 3.6420
H -2.4612 0.6014 2.0519
H -1.7565 1.6237 3.3047
H -0.0070 -2.5557 3.9291
H 1.3585 -1.4346 4.0990
H 0.9935 -2.1253 2.5167
C 0.5372 -0.8986 -3.0890
As 0.7618 -1.9179 -1.4302
C -0.9526 -2.8905 -1.3488
C 1.9675 -3.3287 -2.1171
O 1.1840 -1.5955 0.0907
H 0.0043 -1.5683 -3.7657
H 1.5180 -0.6680 -3.4953
H -0.0269 0.0219 -2.9663
H -1.2834 -3.2153 -2.3307
H -1.6937 -2.2248 -0.9064
H -0.8278 -3.7565 -0.6971
H 1.6385 -3.6922 -3.0894
H 2.0147 -4.1563 -1.4067
H 2.9546 -2.8763 -2.2027
*
```